Formula: C7H8
Source: OMol25
Level of theory: the ωB97M-V functional and the def2-TZVPD basis

## Properties
Energy relative to the best compared isomer or geometry (same formula, charge and spin) in kJ/mol: 748.6
Gap between HOMO and LUMO in eV: 8.14
Total charge: 0
Molecular weight in g/mol: 92.1
HOMO level in eV: -8.60

```
15
C7H8 | OMol25 | the ωB97M-V functional and the def2-TZVPD basis
C -0.090 -0.279 1.672
C -0.669 -0.385 2.873
C -0.365 -0.436 0.266
C 0.395 0.487 -0.318
C 1.045 0.717 1.693
C -1.266 -1.435 -0.406
C 0.596 0.964 -1.720
H 1.023 1.594 2.259
H 1.991 0.329 1.696
H -0.960 -2.485 -0.294
H -1.231 -1.335 -1.497
H -2.355 -1.283 -0.201
H 1.602 1.382 -1.600
H -0.100 1.820 -1.833
H 0.385 0.344 -2.588
```